{
  "formula": "C19H38BN6O3",
  "method": "ωB97M-V/def2-TZVPD",
  "relative_energy_kj_mol": 0.0,
  "total_charge": 1,
  "fmax_ev_per_a": 2.0,
  "elements": ["C", "C", "C", "N", "O", "C", "N", "C", "O", "C", "C", "C", "C", "C", "N", "B", "C", "O", "N", "H", "H", "H", "H", "H", "H", "H", "H", "H", "H", "H", "H", "H", "H", "H", "H", "H", "H", "H", "H", "H", "H", "H", "H", "C", "C", "C", "C", "N", "H", "H", "H", "H", "H", "H", "H", "C", "C", "C", "C", "N", "H", "H", "H", "H", "H", "H", "H"],
  "positions_angstrom": [[0.539, 4.171, 0.282], [0.518, 4.152, -1.062], [1.327, 3.155, -1.892], [1.266, 1.852, -1.249], [2.315, 1.454, -0.451], [0.254, 1.039, -1.325], [-0.910, 1.215, -2.019], [-1.932, 0.943, -0.948], [-3.208, 0.663, -1.367], [-4.124, 1.731, -1.125], [-5.529, 1.326, -1.572], [-6.558, 1.830, -0.550], [-6.567, 0.966, 0.724], [-1.168, -0.031, 0.021], [-0.912, 0.804, 1.229], [-1.737, -1.492, 0.355], [-3.240, -1.889, 0.464], [-0.779, -2.451, 0.600], [0.122, -0.164, -0.696], [1.465, 4.077, 0.846], [-0.359, 4.308, 0.871], [-0.076, 4.895, -1.586], [2.370, 3.468, -1.903], [0.904, 3.109, -2.888], [1.966, 1.563, 0.454], [-1.026, 2.122, -2.453], [-1.959, 1.880, -0.387], [-3.828, 2.629, -1.673], [-4.171, 1.963, -0.059], [-5.573, 0.243, -1.674], [-5.760, 1.782, -2.533], [-7.556, 1.870, -0.977], [-6.257, 2.843, -0.275], [-7.285, 0.157, 0.653], [-5.563, 0.569, 0.879], [-6.781, 1.582, 1.594], [-0.186, 0.357, 1.786], [-1.775, 0.842, 1.764], [-3.912, -1.076, 0.725], [-3.549, -2.383, -0.458], [-3.318, -2.650, 1.244], [-0.230, -2.614, -0.179], [0.902, -0.479, -0.130], [3.053, -5.911, -2.543], [3.509, -5.023, -1.391], [2.343, -4.318, -0.686], [1.629, -3.407, -1.581], [1.064, -2.712, -2.303], [2.552, -5.330, -3.319], [3.907, -6.407, -3.002], [2.362, -6.680, -2.195], [4.220, -4.282, -1.759], [4.035, -5.631, -0.654], [2.715, -3.747, 0.167], [1.642, -5.055, -0.291], [5.050, 1.497, 4.187], [5.564, 0.334, 3.347], [4.966, 0.310, 1.934], [3.518, 0.126, 1.953], [2.378, -0.013, 1.990], [3.970, 1.439, 4.331], [5.514, 1.488, 5.172], [5.281, 2.453, 3.715], [5.349, -0.608, 3.854], [6.648, 0.405, 3.256], [5.411, -0.501, 1.354], [5.201, 1.238, 1.409]],
  "atomic_forces_ev_per_a": [[0.179, 0.094, -0.297], [-0.058, 0.102, 0.403], [0.434, 1.432, 1.023], [0.167, -0.380, -0.944], [-0.152, 0.345, -0.039], [-0.760, -1.689, -0.823], [0.090, 1.054, 0.253], [-0.174, 0.828, 0.608], [0.585, -0.613, -0.349], [-0.775, -0.083, -0.293], [-0.215, 0.289, 0.094], [0.352, -0.345, 0.337], [0.301, 0.608, -0.254], [-0.136, 0.021, -0.861], [0.051, -0.616, -0.326], [-0.195, -0.185, -0.066], [0.336, 0.095, 0.942], [-0.315, -0.222, -0.423], [0.713, 0.860, 1.047], [-0.136, -1.385, 0.043], [0.131, 1.337, -0.041], [-0.959, -0.856, -0.177], [0.176, -0.357, -0.426], [0.274, -0.164, -0.226], [0.256, -0.101, 0.184], [-0.130, 0.055, 0.035], [-0.169, 0.030, 0.136], [0.239, 0.059, 0.072], [0.337, -0.017, 0.117], [-0.034, -0.076, -0.038], [0.127, -0.196, -0.207], [-0.032, 0.111, -0.117], [-0.245, 0.172, -0.081], [0.037, -0.167, 0.060], [-0.042, -0.279, 0.108], [-0.264, -0.117, 0.114], [-0.198, -0.057, 0.267], [0.135, 0.094, 0.280], [-0.185, 0.035, -0.297], [-0.075, 0.184, -0.181], [-0.075, -0.092, -0.001], [0.411, 0.185, 0.108], [0.007, 0.109, 0.070], [0.006, 0.050, 0.021], [0.020, -0.160, -0.234], [0.315, -0.073, 0.136], [-0.057, -0.135, -0.002], [-0.002, 0.035, 0.159], [-0.018, 0.000, 0.009], [-0.008, -0.019, -0.005], [-0.004, -0.006, -0.013], [-0.021, 0.051, 0.053], [-0.032, 0.063, 0.081], [-0.079, 0.068, -0.011], [-0.092, 0.041, -0.072], [-0.016, -0.040, -0.053], [-0.069, 0.160, 0.253], [0.343, -0.148, 0.101], [0.030, 0.009, 0.051], [-0.102, 0.048, -0.079], [-0.002, 0.003, -0.006], [0.000, 0.021, 0.006], [0.000, 0.009, 0.014], [-0.001, -0.042, -0.071], [0.000, -0.050, -0.103], [-0.102, -0.020, -0.056], [-0.122, 0.031, -0.015]]
}



{
  "formula": "C19H38Br2F4IN3O3P",
  "method": "ωB97M-V/def2-TZVPD",
  "relative_energy_kj_mol": 0.0,
  "total_charge": 1,
  "fmax_ev_per_a": 0.3,
  "elements": ["C", "C", "C", "F", "P", "C", "C", "C", "F", "Br", "C", "F", "F", "Br", "C", "I", "C", "C", "H", "H", "H", "H", "H", "H", "H", "H", "H", "H", "H", "H", "H", "H", "H", "H", "H", "C", "C", "O", "N", "C", "H", "H", "H", "H", "H", "H", "H", "C", "C", "O", "N", "C", "H", "H", "H", "H", "H", "H", "H", "C", "C", "O", "N", "C", "H", "H", "H", "H", "H", "H", "H"],
  "positions_angstrom": [[1.122, 5.050, -1.817], [1.218, 4.976, -0.294], [2.490, 4.313, 0.194], [3.591, 4.825, -0.467], [2.564, 2.478, -0.072], [1.048, 1.747, -0.735], [1.398, 0.625, -1.721], [0.201, 0.008, -2.454], [-0.699, -0.464, -1.547], [0.924, -1.453, -3.485], [-0.556, 1.009, -3.357], [0.357, 1.740, -4.034], [-1.210, 1.874, -2.545], [-1.816, 0.252, -4.568], [2.999, 1.665, 1.469], [4.986, 2.300, 1.932], [1.945, 1.934, 2.569], [1.129, 0.678, 2.863], [1.818, 5.793, -2.203], [1.356, 4.103, -2.312], [0.117, 5.338, -2.124], [0.361, 4.460, 0.153], [1.213, 5.986, 0.121], [2.651, 4.459, 1.266], [3.599, 2.278, -0.989], [0.426, 2.520, -1.176], [0.506, 1.342, 0.123], [2.108, 0.963, -2.477], [1.864, -0.203, -1.184], [3.064, 0.594, 1.263], [1.280, 2.758, 2.277], [2.459, 2.271, 3.468], [1.763, -0.103, 3.282], [0.339, 0.866, 3.586], [0.652, 0.268, 1.970], [6.233, 1.659, -4.446], [5.823, 0.512, -3.551], [6.290, 0.366, -2.434], [4.889, -0.358, -4.029], [4.123, -0.274, -5.257], [6.975, 2.244, -3.912], [6.663, 1.297, -5.380], [5.383, 2.296, -4.697], [4.701, -1.126, -3.404], [3.071, -0.176, -4.990], [4.256, -1.149, -5.895], [4.420, 0.609, -5.815], [-2.176, -2.401, 2.692], [-1.446, -2.175, 3.991], [-0.397, -1.544, 4.060], [-2.004, -2.709, 5.104], [-3.202, -3.522, 5.195], [-1.617, -1.933, 1.886], [-2.292, -3.462, 2.478], [-3.181, -1.980, 2.729], [-1.486, -2.528, 5.949], [-3.952, -3.044, 5.828], [-2.973, -4.504, 5.613], [-3.628, -3.678, 4.207], [-6.757, -4.368, 2.937], [-5.779, -4.277, 1.788], [-4.575, -4.414, 1.958], [-6.281, -4.044, 0.551], [-7.666, -3.875, 0.163], [-6.192, -4.564, 3.842], [-7.320, -3.441, 3.055], [-7.472, -5.176, 2.782], [-5.579, -4.015, -0.172], [-7.976, -4.649, -0.541], [-7.832, -2.900, -0.297], [-8.306, -3.945, 1.037]],
  "atomic_forces_ev_per_a": [[0.010, 0.029, -0.003], [0.044, 0.071, -0.006], [0.023, -0.022, 0.017], [-0.001, 0.016, 0.013], [0.073, -0.046, -0.019], [-0.125, -0.050, 0.112], [-0.063, -0.023, -0.003], [0.189, 0.019, 0.236], [0.055, -0.063, -0.058], [-0.150, -0.163, -0.075], [0.125, 0.299, -0.009], [-0.028, -0.118, -0.028], [-0.001, -0.033, -0.007], [-0.085, -0.053, -0.016], [-0.028, -0.046, -0.004], [0.028, 0.027, 0.035], [-0.061, -0.074, -0.029], [0.070, 0.057, 0.041], [0.002, -0.039, -0.007], [-0.005, 0.000, 0.023], [0.011, 0.009, 0.023], [0.019, -0.013, -0.024], [-0.052, -0.027, -0.002], [-0.050, 0.030, -0.017], [-0.011, -0.025, -0.070], [0.093, 0.044, -0.044], [-0.076, 0.047, -0.048], [-0.021, 0.005, 0.012], [0.041, 0.041, -0.028], [0.093, 0.032, 0.028], [0.045, -0.003, -0.001], [-0.046, -0.006, -0.005], [-0.045, -0.023, -0.020], [0.035, 0.020, 0.014], [0.007, -0.009, 0.011], [0.037, -0.026, 0.020], [-0.154, 0.062, -0.103], [-0.024, 0.019, 0.119], [0.123, -0.077, 0.013], [-0.020, 0.186, 0.261], [0.004, 0.007, -0.011], [-0.007, -0.012, 0.001], [-0.003, 0.005, 0.014], [0.003, -0.008, -0.003], [-0.104, -0.014, -0.310], [0.051, -0.019, 0.054], [-0.004, -0.033, -0.061], [0.062, 0.024, -0.085], [-0.063, -0.141, 0.102], [-0.030, 0.076, -0.106], [0.003, 0.035, 0.029], [-0.010, -0.020, -0.047], [0.034, 0.028, 0.046], [-0.022, -0.005, -0.019], [-0.006, -0.003, -0.007], [0.023, -0.018, -0.012], [0.005, 0.019, -0.006], [0.017, 0.007, 0.010], [-0.014, -0.015, 0.009], [0.011, 0.005, 0.001], [-0.057, -0.071, -0.004], [0.007, 0.070, 0.046], [0.035, 0.031, -0.030], [-0.045, -0.017, 0.035], [-0.005, 0.002, 0.003], [0.007, 0.005, -0.001], [0.005, -0.005, -0.003], [0.004, -0.010, 0.007], [0.016, -0.009, 0.002], [0.019, 0.006, 0.003], [-0.013, 0.005, -0.012]]
}



{
  "formula": "C19H38Cl2FNO3PPtSi3",
  "method": "ωB97M-V/def2-TZVPD",
  "relative_energy_kj_mol": 113.4,
  "total_charge": -1,
  "fmax_ev_per_a": 0.1,
  "elements": ["Pt", "C", "Si", "C", "C", "C", "Si", "C", "C", "C", "Si", "C", "C", "C", "C", "C", "C", "C", "N", "H", "H", "H", "H", "H", "H", "H", "H", "H", "H", "H", "H", "H", "H", "H", "H", "H", "H", "H", "H", "H", "H", "H", "H", "H", "H", "H", "H", "Cl", "C", "Cl", "C", "O", "O", "H", "F", "C", "P", "C", "C", "O", "H", "H", "H", "H", "H", "H", "H", "H", "H"],
  "positions_angstrom": [[-0.032, -0.477, -0.902], [1.724, 2.193, 2.006], [1.426, 0.326, 2.020], [1.401, -0.096, 3.871], [3.006, -0.519, 1.408], [-0.142, -0.230, 1.180], [-1.574, 0.982, 1.382], [-1.756, 1.516, 3.200], [-3.246, 0.297, 0.877], [-1.377, 2.523, 0.340], [-0.540, -1.965, 1.666], [0.894, -3.186, 1.662], [-1.472, -2.246, 3.282], [-1.715, -2.506, 0.284], [-2.732, -3.446, 0.344], [-3.621, -3.568, -0.715], [-3.498, -2.705, -1.789], [-2.467, -1.778, -1.812], [-1.576, -1.731, -0.814], [2.733, 2.402, 2.376], [1.019, 2.706, 2.661], [1.617, 2.617, 1.011], [2.300, 0.313, 4.343], [1.405, -1.175, 4.044], [0.532, 0.323, 4.383], [3.874, 0.104, 1.647], [2.983, -0.691, 0.333], [3.149, -1.480, 1.905], [-1.927, 0.659, 3.857], [-2.623, 2.177, 3.286], [-0.889, 2.059, 3.581], [-3.488, -0.695, 1.265], [-3.272, 0.300, -0.219], [-4.012, 0.992, 1.236], [-0.454, 3.075, 0.522], [-2.217, 3.193, 0.556], [-1.471, 2.214, -0.711], [1.561, -3.051, 2.516], [1.476, -3.084, 0.746], [0.496, -4.204, 1.708], [-0.894, -1.888, 4.137], [-1.668, -3.311, 3.437], [-2.429, -1.720, 3.281], [-2.836, -4.057, 1.231], [-4.420, -4.298, -0.682], [-4.206, -2.715, -2.606], [-2.387, -0.962, -2.530], [-2.233, -0.064, -5.603], [-0.652, -0.741, -5.197], [0.499, -0.534, -6.552], [-0.088, -0.082, -3.915], [0.240, 1.093, -3.947], [0.015, -0.933, -2.978], [-0.773, -1.807, -5.053], [-2.348, 0.826, -2.161], [3.114, 0.963, -3.312], [2.391, 1.727, -1.854], [1.512, 3.224, -2.287], [3.846, 2.264, -0.926], [1.598, 0.810, -0.963], [3.909, 1.604, -3.696], [2.356, 0.807, -4.073], [3.541, 0.007, -3.005], [2.132, 3.866, -2.916], [1.264, 3.743, -1.359], [0.598, 2.944, -2.807], [4.450, 2.941, -1.531], [4.439, 1.389, -0.657], [3.537, 2.768, -0.013]],
  "atomic_forces_ev_per_a": [[-0.075, 0.032, -0.010], [0.001, -0.020, 0.008], [0.018, -0.012, -0.008], [0.012, 0.002, -0.007], [-0.008, -0.001, -0.003], [0.004, 0.005, 0.067], [0.045, -0.041, 0.019], [-0.036, -0.032, -0.004], [0.007, 0.024, 0.029], [-0.084, 0.042, 0.009], [0.027, -0.015, -0.048], [-0.008, 0.009, 0.006], [-0.010, -0.004, -0.009], [0.003, -0.023, 0.028], [-0.002, -0.008, -0.013], [0.005, 0.014, 0.006], [0.007, -0.012, 0.006], [-0.037, 0.020, -0.016], [-0.008, -0.017, 0.068], [0.002, -0.001, 0.001], [-0.013, 0.016, -0.001], [-0.001, 0.007, -0.019], [-0.001, -0.001, 0.006], [0.000, -0.003, -0.001], [-0.011, 0.007, 0.001], [0.000, 0.006, -0.002], [-0.008, 0.002, 0.007], [0.002, -0.007, 0.006], [0.002, 0.005, -0.001], [-0.004, 0.002, 0.001], [0.020, 0.008, 0.004], [-0.003, -0.013, -0.005], [-0.015, -0.001, -0.020], [-0.014, 0.000, -0.001], [0.020, -0.017, -0.053], [0.024, 0.005, 0.008], [0.046, 0.003, 0.003], [0.003, 0.005, 0.002], [0.006, -0.001, -0.003], [-0.004, 0.000, -0.003], [0.004, 0.000, 0.004], [-0.005, -0.002, 0.003], [-0.004, 0.005, 0.000], [0.000, -0.003, 0.000], [-0.001, -0.002, 0.000], [-0.004, -0.004, 0.001], [0.031, 0.021, -0.020], [0.009, 0.001, -0.012], [-0.008, -0.002, 0.010], [0.010, -0.004, -0.005], [-0.055, 0.008, 0.014], [0.033, 0.022, -0.008], [0.035, 0.002, -0.012], [-0.010, 0.004, 0.000], [0.016, -0.015, -0.017], [-0.002, -0.018, 0.016], [-0.050, 0.044, -0.001], [0.025, -0.004, 0.014], [-0.010, 0.000, 0.004], [0.109, -0.031, -0.024], [-0.001, 0.006, -0.003], [-0.006, 0.002, -0.003], [0.000, 0.002, -0.004], [-0.009, -0.004, -0.006], [0.000, 0.007, -0.009], [-0.017, -0.026, -0.011], [0.001, 0.003, -0.002], [-0.007, -0.004, -0.003], [0.005, 0.009, 0.016]]
}